DFT (ωB97M-V/def2-TZVPD) results for 4 unconnected molecules or ions with the total composition C2H13NO3 in a non-equilibrium geometry.

Last column: Löwdin spin population.
Geometry (Å):
C (0.252160, -0.847399, -1.046763)  0.074
N (0.457857, -1.613625, 0.194922)  0.688
C (1.604761, -2.391034, 0.581903)  0.081
H (-0.305405, -1.519868, -1.708892)  0.041
H (-0.298618, 0.076903, -0.893586)  0.015
H (1.301480, -0.551152, -1.222101)  0.004
H (-0.326766, -1.664704, 0.855151)  0.009
H (1.620260, -3.223451, -0.132048)  0.035
H (1.380341, -2.839221, 1.550809)  -0.001
H (2.487468, -1.768874, 0.792438)  0.027
H (-1.364567, 3.281068, 1.194595)  0.000
H (-0.551356, 2.358026, 0.298790)  0.000
O (-1.215047, 3.057273, 0.275483)  0.001
H (1.428799, 1.673707, 1.077905)  0.000
H (0.732764, 0.191739, 0.933677)  0.005
O (0.634601, 1.128099, 1.060686)  0.020
H (-2.515501, 1.774104, -0.510972)  0.000
H (-2.599482, 1.692684, -2.048875)  0.000
O (-2.723751, 1.185733, -1.253123)  0.001

Cartesian forces, eV/Å:
C 1.791 -0.353 1.342
N -1.532 0.547 0.471
C -0.745 -0.282 0.885
H 0.420 0.165 -0.471
H -0.641 -0.217 0.269
H -0.585 -0.364 -1.388
H -0.042 -0.039 -0.332
H 0.977 0.250 -0.229
H -0.150 -0.033 -0.053
H 0.082 -0.250 -1.033
H -0.063 0.157 0.247
H -0.019 0.052 0.172
O -0.155 -0.044 -0.307
H 0.357 -0.734 0.036
H 1.037 0.260 0.270
O -0.907 0.939 0.181
H -0.003 0.324 -0.328
H -0.014 0.473 -0.312
O 0.193 -0.851 0.580

Output
- calculated total energy (Ha) = -364.11574
- molecular weight (g mol⁻¹) = 99.13
- relative energy (zero: lowest compared OMol25 entry of this formula, charge and spin) (kcal/mol) = 17.6
- maximum force (eV Å⁻¹) = 2.3
- Kohn-Sham gap (alpha / beta) (eV) = 10.462 / 5.711
- spin multiplicity = 2
- net charge = +1
- E_HOMO (alpha / beta) (eV) = -14.04 / -14.03